Computed, not measured: a cluster of 8 separate species, C51H58N8O2 in total in a non-equilibrium geometry, with wB97M-V/def2-TZVPD.

Computed properties:
total energy	-69842.6408	eV
F_max	1.14	eV/A
SMILES string	CCCCCCC[C@H]1C[C@H](c2ccncc2)C(=O)O1.c1ccncc1.c1ccncc1.c1ccncc1.c1ccncc1.c1ccncc1.c1ccncc1.c1ccncc1
HOMO level	-9.3	eV
Kohn-Sham gap	9.9	eV

```
! RIJCOSX wB97M-V def2-TZVPD def2/J DEFGRID3
* xyz 0 1
O -3.534 0.700 -3.621
O -1.703 -0.422 -3.065
N -1.073 -5.214 -0.204
N 5.091 -0.303 2.438
N 1.365 1.183 -6.734
N 1.136 1.653 -1.001
N 5.356 -3.184 5.875
N -6.449 6.144 -2.518
N -7.020 -2.141 3.159
N 10.939 1.278 2.318
C 0.828 1.416 -4.385
C 11.565 2.198 1.586
C -4.684 7.388 -1.478
C -0.509 1.687 -4.677
C 12.945 2.312 1.511
C -6.545 7.111 -3.429
C -5.747 8.245 -3.433
C 5.724 0.618 1.715
C -5.368 -2.928 -1.182
C -6.160 1.548 -2.780
C -1.540 -7.153 -2.149
C 4.336 -3.957 5.506
C -0.945 -6.512 0.065
C 7.228 -1.133 3.127
C 11.698 0.432 3.011
C -6.005 -0.412 4.473
C 13.719 1.424 2.240
C 0.083 1.442 -7.010
C -4.796 8.384 -2.434
C -5.332 -1.356 5.231
C 5.842 -1.160 3.129
C 6.201 -3.680 6.777
C 7.104 0.729 1.644
C -4.964 -2.154 0.082
C 1.068 2.948 -0.699
C -6.584 -0.970 -2.290
C -6.834 -0.856 3.454
C 1.798 0.864 -0.155
C -4.914 2.460 -2.755
C -3.924 2.074 -3.829
C -2.629 2.919 -3.894
C -6.054 0.394 -1.773
C -5.515 -2.698 4.939
C 7.873 -0.168 2.367
C 1.643 3.506 0.431
C 1.701 1.184 -5.447
C 6.072 -4.941 7.338
C 2.408 1.319 1.004
C -1.433 -4.882 -1.443
C -5.531 6.294 -1.566
C -1.164 -7.516 -0.866
C -2.232 0.593 -3.371
C 5.004 -5.731 6.944
C -0.864 1.699 -6.027
C -5.494 -2.044 -2.412
C 13.084 0.462 3.008
C -6.365 -3.034 3.896
C -1.498 1.936 -3.576
C 4.115 -5.230 6.008
C 2.327 2.670 1.300
C -1.679 -5.808 -2.446
H 10.924 2.876 1.034
H -0.209 1.453 -8.049
H -5.236 3.486 -2.931
H 11.163 -0.308 3.598
H -4.570 -2.831 0.831
H 5.308 -1.897 3.713
H -6.530 -4.073 3.631
H -6.335 -3.402 -0.995
H 2.791 3.065 2.195
H -0.652 -6.754 1.081
H -6.331 1.168 -3.783
H -7.365 -1.344 -1.631
H -5.891 0.646 4.665
H -1.888 1.887 -6.322
H 1.170 1.404 -3.365
H -4.462 2.117 -4.775
H 8.950 -0.106 2.337
H 2.931 0.630 1.657
H 1.837 -0.185 -0.425
H 14.799 1.480 2.209
H -2.740 3.670 -3.120
H 13.648 -0.251 3.593
H -5.868 8.997 -4.199
H 7.564 1.498 1.038
H 13.398 3.078 0.898
H -5.476 5.490 -0.840
H -5.830 -1.624 0.472
H -2.585 3.342 -4.887
H -4.230 -1.393 -0.175
H 3.268 -5.811 5.672
H 6.790 -5.292 8.066
H -5.013 0.247 -1.508
H -7.021 -0.814 -3.273
H -1.722 -7.907 -2.905
H -1.043 -8.555 -0.590
H 7.786 -1.853 3.710
H 2.741 0.992 -5.220
H 7.020 -3.029 7.061
H -4.530 -1.572 -2.597
H 4.868 -6.721 7.360
H -1.529 -3.818 -1.636
H 5.085 1.302 1.166
H -5.009 -3.469 5.503
H -4.491 2.383 -1.754
H 1.558 4.567 0.623
H -1.971 -5.478 -3.433
H -6.569 0.634 -0.844
H -7.018 2.155 -2.501
H -4.154 9.255 -2.402
H -4.650 -3.731 -1.331
H 3.664 -3.529 4.769
H -5.689 -2.674 -3.280
H -1.040 2.191 -2.629
H -7.378 -0.149 2.837
H -3.957 7.455 -0.681
H -4.676 -1.052 6.036
H -7.302 6.965 -4.192
H 0.525 3.570 -1.405
*
```

Computed, not measured: a structure of composition C51H60BN12PS4Ti, with wB97M-V/def2-TZVPD.

Computed properties:
total energy	-148158.6634	eV
F_max	0.44	eV/A
HOMO level	-11.9	eV
Kohn-Sham gap	5.9	eV

```
! RIJCOSX wB97M-V def2-TZVPD def2/J DEFGRID3
* xyz 2 1
Ti -0.620 0.328 -0.231
S 0.648 -1.713 -1.017
S 1.248 0.116 1.301
S -1.644 -0.773 1.776
S -2.486 -0.764 -1.527
P 1.445 1.406 -1.663
N -0.668 2.124 0.954
N -4.133 -1.867 2.305
N -0.468 -3.548 0.650
N 0.599 2.525 -2.607
N 2.066 2.154 2.939
N -1.892 -3.428 -1.519
N 0.192 2.524 1.809
N -2.130 -2.599 -3.526
N 1.683 -3.340 0.989
N 3.060 1.423 3.262
N -1.467 1.923 -1.697
N -2.994 -2.948 0.778
C -1.754 3.080 0.880
C -2.497 -1.691 -4.670
C -1.516 -0.524 -4.738
C 4.043 3.139 4.691
C -1.677 -4.448 -2.420
C 2.292 3.810 -0.531
C 3.177 -3.173 0.859
C -2.719 3.817 -3.333
C 4.129 -0.408 -4.931
C 6.171 1.405 5.202
C -5.855 -1.474 4.031
C 5.083 3.527 5.520
C 3.127 4.610 0.241
C -2.144 -2.310 -2.206
C 1.192 1.674 2.065
C -2.978 -1.876 1.589
C 6.144 2.667 5.776
C 2.565 2.456 -0.690
C 2.882 -0.957 -4.667
C -2.551 5.296 0.445
C 4.539 2.715 0.669
C -0.763 2.686 -2.544
C -4.212 -3.580 0.926
C 5.138 1.000 4.372
C 3.606 -2.195 -0.228
C 3.700 1.913 -0.084
C -0.125 -4.382 1.690
C -4.358 0.383 3.379
C -1.502 4.391 0.501
C -4.915 -2.918 1.860
C 4.581 0.670 -4.183
C -2.410 -2.475 -5.978
C 3.748 -4.551 0.518
C 3.796 1.190 -3.166
C -3.031 2.678 1.223
C -3.470 3.027 -2.462
C 0.636 -2.895 0.253
C -2.811 2.113 -1.691
C -4.075 3.595 1.187
C -3.937 -1.215 -4.482
C 4.247 4.063 0.844
C 2.546 0.633 -2.883
C -3.443 -1.592 4.642
C -3.838 4.901 0.790
C 2.095 -0.438 -3.651
C -4.438 -1.123 3.583
C 1.195 -4.251 1.908
C -1.825 -3.942 -3.660
C 4.086 1.872 4.126
C 3.702 -2.683 2.208
C -1.362 3.640 -3.380
B -1.875 -3.693 0.000
H 6.994 0.732 5.402
H 3.309 -2.519 -1.224
H -5.892 -3.120 2.251
H -0.490 4.700 0.277
H 3.261 -1.714 2.446
H -4.543 3.123 -2.384
H 6.950 2.982 6.426
H -2.361 6.319 0.150
H 4.786 -2.580 2.152
H -3.377 1.489 -1.017
H 3.945 0.867 -0.222
H -0.850 -5.019 2.166
H 4.696 -2.161 -0.198
H -4.050 -0.585 -3.602
H 3.322 -4.922 -0.415
H 5.427 2.292 1.122
H -1.402 -2.845 -6.170
H -4.230 -0.636 -5.358
H 3.211 3.798 4.488
H -1.763 -4.431 -4.611
H -3.117 -3.305 -6.009
H -4.939 0.691 2.508
H 3.220 -1.193 -0.058
H -3.195 4.554 -3.966
H -1.514 0.063 -3.821
H 2.520 -1.792 -5.253
H -2.418 -1.345 4.366
H -4.459 -4.465 0.368
H -2.670 -1.797 -6.789
H -3.201 1.653 1.510
H 2.903 5.661 0.361
H 5.062 4.509 5.972
H 4.904 4.686 1.437
H 4.745 -0.815 -5.722
H 1.829 -4.752 2.614
H -4.649 5.616 0.761
H -5.071 3.284 1.474
H 5.147 0.013 3.922
H -4.780 0.875 4.255
H -0.509 -0.888 -4.941
H 1.433 4.251 -1.018
H 3.561 -5.285 1.302
H -0.738 4.223 -4.044
H 1.083 3.093 -3.289
H -1.807 0.127 -5.564
H -3.668 -1.099 5.588
H -6.602 -1.199 3.285
H 3.168 0.503 2.832
H -2.144 -4.859 0.110
H 1.125 -0.874 -3.468
H 4.828 -4.470 0.391
H -3.330 0.718 3.276
H -6.065 -0.904 4.934
H -4.614 -2.067 -4.398
H 4.166 2.032 -2.597
H -1.463 -5.451 -2.096
H 5.547 1.109 -4.391
H -5.964 -2.528 4.286
H -3.523 -2.669 4.792
H 3.477 -3.368 3.024
*
```

Computed, not measured: a cluster of 2 separate species, C51H60N5 in total in a non-equilibrium geometry, with wB97M-V/def2-TZVPD.

Computed properties:
total energy	-61303.5694	eV
F_max	2.93	eV/A
HOMO level	-7.9	eV
Kohn-Sham gap	3.7	eV

```
! RIJCOSX wB97M-V def2-TZVPD def2/J DEFGRID3
* xyz 1 1
N -2.630 -1.488 0.822
N 4.718 7.746 -1.555
N -1.792 -0.869 -1.052
N 4.811 0.732 2.004
N -2.715 -1.696 -0.512
C -2.374 -0.315 -3.365
C 0.155 -4.305 -2.452
C 5.488 -2.197 -0.207
C -1.527 -0.980 -2.461
C -0.266 -1.931 -4.261
C -3.320 -2.368 1.748
C 4.051 1.784 1.593
C 5.536 -1.457 0.986
C 4.446 4.372 -0.075
C -0.335 -4.392 3.009
C 4.169 8.546 -2.637
C 4.073 -0.497 -1.263
C -1.628 -0.577 1.111
C 0.007 0.683 -0.393
C -1.995 0.140 4.746
C 4.939 5.633 -0.363
C -2.059 -0.350 -4.722
C -0.992 -1.145 -5.161
C -1.307 -0.267 2.465
C -4.629 -3.857 3.687
C 4.742 -1.737 -1.307
C -2.321 0.035 3.405
C -2.620 -3.385 2.423
C -1.236 -3.795 1.935
C -5.334 -2.918 2.941
C 0.114 -2.871 -1.922
C -3.275 -4.085 3.439
C -6.162 -0.125 1.862
C 3.208 5.905 -2.068
C -3.663 0.308 -2.837
C 2.734 4.632 -1.783
C -4.701 -0.778 -2.570
C -5.506 -1.246 1.059
C 3.597 1.560 0.267
C 4.298 6.462 -1.334
C -1.378 -4.705 0.721
C -0.686 -0.154 5.169
C 0.045 -0.315 2.876
C 1.502 -2.424 -1.504
C -4.224 1.422 -3.723
C -4.691 -2.189 1.939
C 4.119 0.242 -0.095
C 3.336 3.805 -0.782
C 5.465 0.642 3.294
C 2.932 2.450 -0.598
C 5.641 8.443 -0.662
C -6.534 -2.047 0.259
C 0.340 -0.344 4.234
C -0.550 -1.888 -2.894
C -1.042 -0.181 -0.081
C 4.885 -0.229 0.996
H 5.358 9.506 -0.572
H -4.245 -1.609 -2.023
H 3.918 7.926 -3.506
H 5.836 5.984 0.157
H -0.285 -3.727 3.878
H -4.776 1.023 -4.583
H 0.290 0.764 -1.436
H 0.679 -4.500 2.606
H 5.621 7.987 0.337
H -2.727 -4.830 4.021
H 3.888 2.638 2.245
H 2.163 2.042 -1.242
H 0.540 -4.987 -1.683
H -2.755 0.445 5.469
H 0.814 -0.371 2.104
H -3.338 0.198 3.043
H -7.003 -0.515 2.451
H 1.371 -0.495 4.554
H -7.240 -2.534 0.944
H 1.904 4.211 -2.356
H -0.683 -5.379 3.338
H -5.449 0.335 2.557
H -3.414 0.771 -1.872
H 3.258 9.093 -2.335
H -0.453 -0.192 6.233
H -4.788 -0.807 0.356
H 5.428 -0.396 3.638
H -1.991 -4.216 -0.048
H 1.469 -1.418 -1.072
H 3.509 -0.082 -2.099
H 2.736 6.500 -2.853
H -3.419 2.065 -4.092
H -0.749 -2.871 1.600
H -1.876 -5.647 0.991
H -4.907 2.044 -3.134
H 4.681 -2.346 -2.215
H 0.516 -2.610 -4.615
H -6.398 -2.742 3.122
H -0.750 -1.181 -6.227
H 6.036 -1.818 1.883
H 4.934 1.291 3.995
H 4.974 3.789 0.678
H 4.916 9.284 -2.949
H -0.848 -4.647 -2.735
H -5.105 -1.175 -3.512
H 6.679 8.410 -1.044
H -0.398 -4.939 0.289
H -0.520 -2.859 -1.029
H 1.932 -3.101 -0.751
H -2.663 0.231 -5.429
H -5.143 -4.432 4.458
H 0.285 1.388 0.381
H -5.533 -0.402 -1.965
H -6.533 0.657 1.187
H 2.178 -2.405 -2.370
H -6.041 -2.832 -0.328
H 6.514 0.967 3.257
H 0.805 -4.376 -3.334
H 6.030 -3.140 -0.294
H -7.091 -1.400 -0.426
*
```

Computed, not measured: a structure of composition C51H60N7OP2S3SbW, with wB97M-V/def2-TZVPD.

Computed properties:
<S²>	3.784
total energy	-125780.5046	eV
F_max	0.40	eV/A
HOMO level (alpha / beta)	-8.2 / -9.2	eV
Kohn-Sham gap (alpha / beta)	5.2 / 5.7	eV

```
! RIJCOSX wB97M-V def2-TZVPD def2/J DEFGRID3
* xyz 1 4
W 0.113 -0.250 1.370
Sb -1.418 2.429 -1.833
S 0.173 2.386 3.455
S -1.189 -1.213 -0.506
S 0.054 1.944 0.415
P 0.731 -2.949 1.456
P 1.759 -0.557 -0.700
O 1.967 0.200 2.242
N 0.816 -4.534 -0.730
N -2.000 0.022 1.816
N -2.979 0.206 0.872
N 2.024 -2.656 -2.397
N -3.603 -0.361 -1.252
N 2.491 1.054 3.154
N -0.266 -0.634 3.518
C -2.996 1.204 -6.364
C 0.206 5.953 -3.859
C -3.157 3.561 0.410
C -3.833 0.522 3.347
C 4.233 -1.041 0.433
C 1.932 5.266 -2.340
C 0.893 -6.161 -2.487
C 2.070 -3.832 3.801
C -0.890 -3.723 1.787
C -0.136 4.025 -2.443
C 1.472 6.134 -3.318
C -1.285 2.017 -4.880
C -2.188 2.028 -3.818
C 3.858 2.623 4.940
C -3.910 4.246 -1.768
C 1.670 -2.346 -1.175
C 3.300 -4.152 1.674
C 1.914 -4.171 2.318
C -5.106 4.955 0.195
C 1.294 0.193 -2.287
C -2.432 0.122 3.038
C 1.934 -5.554 -4.583
C 2.554 2.869 4.652
C 0.698 -0.997 4.369
C -2.690 -0.359 -0.258
C 3.720 1.346 -0.242
C -0.707 -0.694 6.263
C -5.572 1.110 -0.673
C -1.687 1.611 -6.146
C -1.461 -0.273 4.035
C 0.526 -1.042 5.735
C -3.495 1.602 -4.044
C -3.009 3.542 -0.975
C -3.900 1.202 -5.311
C -5.044 -0.281 -0.973
C 1.082 -3.325 -0.312
C 1.162 -4.863 -1.999
C 1.276 -6.494 -3.753
C -1.712 -0.309 5.399
C 1.130 4.218 -1.902
C 1.789 2.071 3.745
C 2.193 -4.291 -4.139
C -0.591 4.904 -3.425
C 1.806 -3.921 -2.830
C 3.800 0.792 3.438
C 1.352 -5.598 2.220
C 3.579 -0.136 -0.607
C 4.284 -0.363 -1.951
C -4.957 4.948 -1.185
C -4.200 4.268 0.991
C 4.510 1.538 4.317
H 0.390 -6.862 -1.833
H 4.208 -0.044 2.893
H -5.541 -0.685 -1.855
H -1.680 -3.048 1.475
H 4.109 -1.362 -2.351
H 3.661 -1.054 1.360
H 5.244 -0.684 0.647
H -0.987 -4.669 1.257
H -2.448 3.027 1.034
H 0.231 0.049 -2.459
H 2.914 5.408 -1.905
H 2.663 -2.930 3.952
H -4.303 4.290 2.070
H 4.315 -2.062 0.056
H -3.311 0.892 -7.351
H -4.529 -0.240 2.992
H -3.807 4.252 -2.848
H -5.472 1.777 -1.528
H 2.606 -4.653 4.284
H 5.544 1.297 4.510
H 1.488 3.570 -1.111
H 1.112 -3.722 4.313
H -3.332 -0.869 -2.079
H -3.986 0.683 4.410
H -5.266 -0.949 -0.136
H 1.353 -1.341 6.364
H 5.359 -0.245 -1.792
H 1.521 1.258 -2.254
H 2.683 -3.550 -4.757
H -0.973 -3.899 2.861
H 0.453 -5.731 2.820
H 3.789 -3.188 1.788
H 1.080 -7.487 -4.135
H -6.633 1.037 -0.429
H 2.109 -6.279 2.618
H -2.679 -0.020 5.781
H 1.644 -1.230 3.915
H -4.212 1.594 -3.232
H 3.214 1.602 0.683
H 3.982 0.371 -2.698
H 4.784 1.578 -0.146
H 2.226 -5.847 -5.583
H 3.274 -4.414 0.616
H -1.572 4.772 -3.868
H -5.921 5.503 0.649
H 3.315 1.982 -1.031
H 2.020 3.689 5.110
H -0.880 -0.712 7.330
H 1.857 -0.290 -3.082
H 1.138 -5.890 1.194
H 3.920 -4.895 2.181
H -4.074 1.436 2.804
H -5.653 5.494 -1.810
H 4.389 3.254 5.640
H -0.978 1.619 -6.965
H -4.926 0.894 -5.477
H -5.051 1.560 0.169
H 2.095 6.952 -3.657
H -0.164 6.630 -4.619
H -0.262 2.347 -4.730
*
```

> The highest F_max belongs to which entry?

C51H60N5

> Which of these has the highest total energy?

C51H60N5

> Look up the F_max of the second one.

0.44 eV/A